DFT (ωB97M-V/def2-TZVPD) results for C26H16F12N6O3Re as an isolated structure.

Cartesian coordinates (Å):
H1 -1.8651 3.8321 -0.6315
N1 0.3240 0.9356 4.3607
C1 0.6403 0.1639 3.3437
C2 -3.8601 0.1696 -1.7276
H2 2.8083 4.3332 -2.1393
C3 -0.8523 3.9471 -1.0020
C4 -0.1698 2.0701 2.5608
C5 -2.3745 -2.3373 -0.8830
C6 3.7275 1.9703 -1.6035
H3 2.5251 6.8201 -1.5616
N2 0.3487 0.8223 2.1977
C7 -4.2899 1.1346 -2.7017
C8 -2.1245 2.1467 -2.6190
C9 1.7435 0.6545 -2.6061
C10 3.4156 -4.1222 0.3376
F1 0.8697 1.1948 -3.4442
F2 -2.7642 0.4589 1.5952
C11 -5.6357 1.0315 -3.2819
C12 0.9762 5.3510 -1.6923
F3 4.3890 0.8435 -1.4015
F4 4.0123 2.4610 -2.8042
H4 0.8919 7.4975 -1.7293
C13 1.7936 4.1964 -1.7922
H5 -5.5602 0.3940 -4.1793
H6 -3.6269 2.7251 -4.0017
C14 -3.3641 2.0881 -3.1666
C15 2.6774 -3.1036 2.4911
F5 -1.6940 -2.3007 -2.0310
H7 -1.3659 2.7705 -3.0713
C16 -0.1797 2.1439 3.9047
F6 -4.3045 -0.9350 0.9604
H8 1.7056 6.7520 -3.1097
C17 -3.0065 -0.7856 1.1342
H9 1.0736 -0.8212 3.4241
N3 2.6379 -3.0804 3.6377
F7 1.0673 -0.3872 -1.9599
F8 2.7183 0.1125 -3.2700
C18 -2.2370 -0.9251 -0.2166
N4 -0.5863 1.5412 -0.8755
C19 2.7580 -3.0704 1.0501
C20 2.1952 1.6980 -1.5014
F9 -1.8478 -3.2534 -0.0929
O1 2.0281 1.0508 -0.2478
H10 -4.5680 -0.6015 -1.4579
F10 -3.6412 -2.6288 -1.1280
C21 -0.3420 5.2013 -1.2711
H11 -6.3440 0.5446 -2.6136
C22 -0.0340 2.8053 -1.0987
H12 -0.4840 2.9296 4.5749
C23 1.5482 6.6846 -2.0284
F11 4.0749 2.8450 -0.6658
F12 -2.5581 -1.6528 2.0231
C24 -2.6238 0.1836 -1.1746
H13 -6.0105 1.9956 -3.6241
O2 1.6690 -1.1789 1.2536
H14 -0.4645 2.8019 1.8301
O3 -0.8798 -0.8498 0.1455
N5 2.2380 -2.1056 0.3851
C25 1.3336 2.9488 -1.4607
H15 0.4468 0.6766 5.3334
C26 -1.7257 1.2948 -1.5010
N6 3.9358 -4.9745 -0.2281
H16 -0.9698 6.0744 -1.1487
Re1 0.6164 0.0935 0.3616

- E: -2830.23804 Ha
- Gap between HOMO and LUMO: 5.6 eV
- Lowest unoccupied orbital energy: -12.613 eV
- 2S+1: 1
- Net charge: +3
- Highest occupied orbital energy: -18.22 eV

These are the Löwdin partial charges, in e, on atoms 1 to 2: H 0.145; N 0.156